ORCA calculation (ωB97M-V/def2-TZVPD) on a cluster of 18 separate species, C36H79N21O39S in total at a distorted geometry.

The value obtained for the energy above the lowest of the compared OMol25 structures with the same formula, charge and spin is 1781.45 kJ/mol. For the orbital gap, the calculation gives 7.0 eV.

```
176
Properties=species:S:1:pos:R:3:forces:R:3
C 1.40132 2.56223 4.30417 1.2 0.2 0.0
N 0.07957 1.94260 4.70055 -0.9 0.1 -2.6
C 0.19799 0.47858 5.06262 0.9 -0.6 1.6
C -1.02511 2.21789 3.70463 -5.5 1.4 2.6
O -2.24654 2.51860 4.22330 7.1 -2.1 -3.1
C -0.89102 2.24096 2.07096 0.3 0.2 -0.4
C -1.63149 0.99878 1.29500 -2.5 -3.4 -1.3
C -2.98087 0.24908 1.84664 2.2 0.3 -2.2
C -3.76007 -1.00439 1.07016 1.1 0.9 -0.1
N -5.00454 -1.52880 1.72933 2.2 -3.5 -6.0
C -5.54563 -2.67780 0.92588 2.1 1.6 -0.5
C -4.92495 -3.24440 -0.46678 2.1 2.5 1.2
N -3.68047 -2.69726 -1.10647 -3.6 1.5 5.3
C -3.11546 -1.54828 -0.32023 0.3 0.6 0.5
C -1.75072 -0.81098 -0.92909 -0.4 1.6 2.2
C -1.14536 -1.42582 -2.36175 -0.2 1.4 0.9
C 0.18941 -2.31340 -2.01779 0.3 -0.4 -1.0
C 0.29433 -3.72856 -2.89484 1.2 0.3 1.0
C 1.79732 -4.35036 -2.50652 -1.8 0.9 1.3
S 3.17432 -3.72297 -3.61159 5.7 -3.8 -2.9
O 4.49778 -4.41124 -3.09760 -5.0 2.9 -1.1
O 2.98294 -4.03435 -5.11741 -0.4 1.9 5.4
O 3.46640 -2.03377 -3.49013 -1.4 -1.6 1.8
C -0.99848 0.46915 -0.15942 -2.8 -2.9 0.0
C 0.32687 1.11227 -0.88264 0.5 0.1 -0.3
C -0.01115 2.29492 -1.99024 0.5 0.0 0.7
O -1.32896 2.89917 -1.64960 2.6 1.4 0.5
C 1.16874 3.44309 -1.86789 0.0 1.2 0.0
N 2.54925 2.96831 -2.26498 0.2 -0.3 0.7
H 2.10782 2.69643 5.25438 -1.8 -0.4 -2.0
H 1.28239 3.65903 3.85316 0.0 -2.6 0.9
H 1.96947 1.84433 3.57003 -0.9 1.4 1.1
H -0.75667 -0.16546 4.85480 1.8 1.5 0.1
H 0.38278 0.44232 6.24125 -0.4 0.0 -2.5
H 1.18849 0.01041 4.59115 -2.3 0.8 0.6
H -1.33119 3.26766 1.65008 0.8 -2.3 1.2
H 0.24461 2.24271 1.78565 -2.2 -0.2 0.5
H -3.45308 0.64714 2.86050 1.1 -1.0 -2.5
H -6.51721 -3.22030 1.34800 2.4 1.5 -1.0
H -5.48291 -4.15216 -0.99362 1.5 2.3 1.2
H -0.87192 -0.45889 -3.00579 -0.4 -2.2 1.4
H -1.95887 -2.00085 -2.98724 1.6 1.0 1.7
H 1.13921 -1.67927 -2.36128 -2.0 -1.3 1.1
H 0.25591 -2.57091 -0.85456 -0.2 0.7 -2.6
H -0.48700 -4.52315 -2.49353 1.7 1.9 -1.1
H 0.19742 -3.53259 -4.05964 0.4 -0.5 2.8
H 2.01094 -3.97021 -1.39611 0.0 -0.9 -2.5
H 1.82268 -5.52059 -2.51081 0.4 2.3 -0.4
H 3.41001 -1.74701 -2.51071 0.1 -0.8 -1.9
H 0.97944 0.30702 -1.47436 -1.7 1.5 1.6
H 1.09687 1.61121 -0.11882 -1.9 -1.3 -1.4
H -0.05497 1.83364 -3.09024 0.0 1.2 2.4
H -1.06259 3.71905 -1.10109 -0.8 -1.9 -1.3
H 1.27360 3.87912 -0.76418 -0.9 -1.1 -1.9
H 0.92087 4.39136 -2.54658 0.3 -2.3 1.4
H 3.31192 3.47002 -1.71921 -1.6 -0.9 -0.9
H 2.69805 1.95001 -2.09083 -0.3 1.3 0.1
C 5.02939 -0.94703 0.33013 0.4 0.1 0.1
N 3.77399 -0.18673 0.08599 -0.2 0.6 0.0
O 3.85219 1.04727 0.07729 -0.6 -1.7 0.0
O 2.74544 -0.85022 -0.08988 1.1 0.9 0.0
H 5.84994 -0.23945 0.46715 -0.3 -0.1 0.0
H 4.88209 -1.54578 1.23122 0.0 0.0 -0.3
H 5.20687 -1.57907 -0.54236 -0.1 0.0 0.2
C -3.82343 -5.26138 -4.72186 -0.2 0.0 -0.2
N -2.59299 -4.94632 -3.94700 0.5 0.2 0.3
O -1.77607 -4.17905 -4.46937 -1.7 -1.2 0.5
O -2.48191 -5.47830 -2.83627 0.0 0.8 -1.5
H -3.78772 -4.72754 -5.67396 0.1 -0.1 0.3
H -3.84247 -6.34074 -4.88553 0.0 0.3 0.1
H -4.67951 -4.93431 -4.12826 0.2 -0.1 0.0
C -6.77726 0.08467 -1.78973 0.0 0.1 0.0
N -7.91317 -0.86048 -1.96306 -0.5 -0.4 0.0
O -9.03121 -0.37131 -2.16216 1.2 -1.0 0.3
O -7.65037 -2.06682 -1.89420 -0.7 1.5 -0.2
H -7.15230 1.10694 -1.87382 0.0 -0.5 0.0
H -6.35170 -0.08963 -0.79943 0.0 -0.2 -0.3
H -6.05059 -0.12547 -2.57713 -0.2 -0.1 0.2
C 5.69924 -1.20445 -5.61174 -0.4 0.0 0.0
N 6.65752 -0.07995 -5.43607 0.5 0.6 0.1
O 6.21694 0.96864 -4.95101 0.9 -1.2 -0.7
O 7.82498 -0.28164 -5.79023 -1.5 0.6 0.6
H 4.71487 -0.88792 -5.26023 0.4 0.0 -0.1
H 5.66870 -1.44825 -6.67561 0.2 0.0 0.2
H 6.06713 -2.04621 -5.02156 0.0 0.1 -0.2
C 5.18540 -4.03664 4.54647 0.0 -0.4 0.1
N 4.90427 -3.03158 3.48605 0.1 0.8 -0.1
O 4.20550 -3.39487 2.53281 0.8 0.7 0.8
O 5.39317 -1.90633 3.64049 -1.4 -1.8 -0.3
H 4.69576 -4.97618 4.28145 0.0 0.3 -0.1
H 6.26820 -4.16730 4.59794 -0.2 0.2 0.0
H 4.78726 -3.64565 5.48500 0.2 0.0 -0.2
C -4.38980 0.59693 6.12200 -0.1 0.3 -0.1
N -5.03089 -0.74466 6.17504 -0.6 -0.9 0.0
O -6.26618 -0.78362 6.13654 1.8 -0.2 0.1
O -4.27590 -1.72078 6.25399 -1.2 1.3 -0.1
H -5.16953 1.35862 6.05415 0.1 -0.3 -0.1
H -3.80846 0.72081 7.03789 0.0 -0.1 -0.2
H -3.74902 0.62127 5.23824 0.0 0.0 0.3
C 9.02815 2.78273 -5.89988 -0.3 0.0 0.1
N 9.98643 3.90723 -5.72420 0.6 0.8 0.1
O 9.54585 4.95582 -5.23914 0.9 -1.3 -0.7
O 11.15388 3.70554 -6.07837 -1.6 0.5 0.6
H 8.04378 3.09927 -5.54837 0.3 0.0 0.0
H 8.99760 2.53894 -6.96374 0.1 -0.1 0.2
H 9.39604 1.94097 -5.30970 0.0 0.1 -0.3
C 1.18834 -5.32195 2.25961 -0.2 0.2 0.2
N 2.20892 -6.38609 2.06038 0.8 -0.7 -0.2
O 2.80834 -6.79041 3.06345 -0.7 0.4 -1.5
O 2.37956 -6.78537 0.90257 -0.1 0.5 1.8
H 1.14446 -5.06885 3.32111 0.1 -0.1 -0.3
H 1.49529 -4.45628 1.66922 -0.1 -0.2 0.0
H 0.22954 -5.71663 1.91735 0.2 0.1 -0.1
C 0.06564 6.24473 6.88192 0.1 0.0 0.1
N 0.82473 5.79744 5.68300 0.5 -0.2 -0.6
O 1.84939 5.13313 5.87717 -1.3 1.0 -0.6
O 0.37057 6.12600 4.58080 0.8 -0.6 1.3
H 0.57711 5.88635 7.77786 -0.1 0.0 -0.3
H 0.03638 7.33608 6.86519 -0.1 -0.2 -0.1
H -0.93766 5.81922 6.81442 0.4 0.2 -0.1
C -12.17750 0.65867 -0.86306 0.3 -0.3 -0.1
N -12.08992 1.94572 -0.12176 0.0 0.9 0.5
O -10.99291 2.24598 0.36338 -1.6 -0.2 -0.5
O -13.12500 2.61817 -0.04770 1.6 -0.8 0.0
H -11.19837 0.17511 -0.84820 -0.2 0.2 0.0
H -12.92158 0.03828 -0.35944 0.0 0.2 -0.2
H -12.47878 0.88806 -1.88718 -0.1 0.0 0.2
C 9.81355 -1.33901 2.87096 0.2 -0.2 0.1
N 8.46715 -1.94722 3.04695 -0.9 -0.2 0.1
O 8.38596 -2.94026 3.77921 -0.2 1.2 -1.0
O 7.52980 -1.41062 2.44487 1.6 -0.9 0.7
H 10.53840 -1.91054 3.45465 -0.3 0.1 -0.1
H 10.05706 -1.37967 1.80737 -0.2 0.1 0.3
H 9.75864 -0.30825 3.22694 -0.1 -0.2 -0.2
C 1.05772 5.40376 -6.42915 0.1 0.0 -0.3
N -0.04129 5.56708 -5.43961 -0.9 0.1 0.6
O -1.18872 5.69111 -5.88340 1.5 -0.2 0.9
O 0.27900 5.56630 -4.24526 -0.7 0.2 -1.8
H 0.63306 5.42309 -7.43515 0.0 0.0 0.3
H 1.75376 6.23316 -6.28848 -0.1 -0.2 0.1
H 1.53869 4.44355 -6.23201 0.0 0.2 0.1
C -7.33128 2.59840 2.27039 -0.2 0.2 0.2
N -6.31071 1.53425 2.07116 0.8 -0.8 0.1
O -5.71128 1.12994 3.07423 -0.9 0.6 -1.5
O -6.14006 1.13498 0.91335 -0.1 0.7 1.8
H -7.37516 2.85150 3.33188 0.1 -0.2 -0.3
H -7.02433 3.46407 1.68000 -0.1 -0.2 0.0
H -8.29008 2.20372 1.92812 0.2 0.1 -0.1
C -4.02360 4.11783 8.65976 -0.3 -0.1 0.0
N -3.06532 5.24233 8.83544 0.3 1.0 0.3
O -3.50591 6.29092 9.32049 1.0 -1.5 -0.8
O -1.89787 5.04064 8.48127 -1.7 0.3 0.8
H -5.00798 4.43437 9.01127 0.3 0.0 -0.1
H -4.05415 3.87404 7.59590 0.2 0.0 0.2
H -3.65571 3.27607 9.24994 0.0 0.1 -0.2
C -4.41946 -9.37001 -7.82911 0.2 -0.3 -0.1
N -4.33188 -8.08296 -7.08781 0.0 0.8 0.5
O -3.23488 -7.78270 -6.60267 -1.6 -0.3 -0.6
O -5.36696 -7.41051 -7.01375 1.6 -0.8 0.0
H -3.44033 -9.85358 -7.81424 -0.2 0.2 0.1
H -5.16354 -9.99040 -7.32549 0.0 0.2 -0.2
H -4.72074 -9.14062 -8.85323 -0.1 0.0 0.2
C -4.56470 4.22754 -3.08602 0.1 0.3 0.0
N -5.70062 3.28238 -3.25936 -0.8 -0.4 -0.1
O -6.81865 3.77156 -3.45845 1.4 -1.0 0.3
O -5.43782 2.07604 -3.19049 -0.4 1.9 -0.3
H -4.93974 5.24980 -3.17012 0.0 -0.3 0.0
H -4.13914 4.05324 -2.09572 0.0 -0.1 -0.3
H -3.83803 4.01740 -3.87342 -0.1 -0.1 0.3
C 12.39464 2.15691 2.69285 0.0 0.2 -0.3
N 12.17519 0.70532 2.93455 0.1 -0.8 0.2
O 11.94063 -0.00350 1.94890 0.5 0.9 1.5
O 12.24445 0.31847 4.10698 -0.2 0.3 -1.8
H 12.30481 2.35435 1.62248 0.0 -0.2 0.3
H 11.63147 2.70299 3.25101 0.2 -0.1 0.0
H 13.39786 2.40206 3.04732 -0.2 -0.1 0.1
```
Forces are in eV/Å.

Here are the Mulliken charges for atoms 1 to 4, given in e: C -0.767; N 0.185; C -0.587; C 0.126


ORCA calculation (ωB97M-V/def2-TZVPD) on a structure of composition C36H80B4F16HgN4 at a distorted geometry.

The value obtained for the energy above the lowest of the compared OMol25 structures with the same formula, charge and spin is 719.30 kJ/mol. For the orbital gap, the calculation gives 8.8 eV. The net charge is +2.

```
141
Properties=species:S:1:pos:R:3:forces:R:3
Hg -1.34894 1.48479 3.13761 -0.7 1.8 1.0
C 2.17251 -1.52796 0.83929 0.2 0.3 0.3
C 3.46833 -1.57093 0.01053 0.9 -0.6 -1.2
C 3.69895 -0.33341 -0.85676 -0.2 0.9 1.2
N 5.05466 -0.11718 -1.54339 1.5 -0.3 0.3
C 5.29704 1.42533 -1.72159 -0.7 -0.7 0.7
C 4.35150 2.05781 -2.70489 0.0 -1.4 -1.0
C 4.49299 1.30513 -4.08183 1.0 1.1 0.0
C 4.33570 -0.22693 -3.99861 -0.9 1.0 1.2
C 5.18350 -0.84258 -2.88909 -0.1 0.5 -0.6
C 6.23349 -0.64646 -0.69136 -0.2 -0.2 -0.2
H 1.23446 -1.39346 0.30072 0.2 0.0 -0.4
H 2.21504 -0.70454 1.55222 0.0 0.2 -0.1
H 2.01985 -2.40047 1.47452 0.3 -0.3 -0.3
H 3.56788 -2.39278 -0.69853 -0.5 -0.7 0.2
H 4.35905 -1.67186 0.63064 -0.3 0.0 0.5
H 3.65348 0.45979 -0.11052 -0.2 0.6 -0.5
H 2.90542 -0.20228 -1.59242 0.2 0.1 0.0
H 5.18416 1.86469 -0.73047 0.0 -0.2 0.1
H 6.33314 1.58878 -2.01802 0.0 -0.4 -0.2
H 3.28914 2.00773 -2.46619 0.1 -0.1 0.7
H 4.60089 3.11888 -2.69802 0.1 0.0 -0.6
H 3.81282 1.84322 -4.74207 -0.2 -0.7 -0.3
H 5.48081 1.48947 -4.50412 0.2 0.3 0.1
H 3.28771 -0.37319 -3.73704 -0.2 -0.5 -0.2
H 4.56929 -0.79872 -4.89672 -0.1 0.4 -0.2
H 4.93700 -1.90384 -2.85658 -0.2 0.1 0.9
H 6.22609 -0.83892 -3.20703 0.2 0.4 0.4
H 6.23477 -1.73374 -0.76820 -0.1 0.1 0.1
H 6.24094 -0.36196 0.36083 -0.8 0.2 -0.1
H 7.19462 -0.28969 -1.06157 -0.3 0.1 -0.5
C -1.31460 3.96347 -1.78256 0.1 0.5 0.4
C -2.67996 3.34248 -1.55491 -0.3 -1.6 0.2
C -3.77624 3.80491 -2.49979 -0.5 0.1 0.4
N -5.19545 3.15845 -2.32543 0.2 -0.2 -0.3
C -6.11500 3.58783 -3.54326 -0.8 -1.6 1.2
C -7.62966 3.15826 -3.28028 0.0 1.1 0.0
C -8.22244 3.55786 -1.91777 0.8 1.4 -0.8
C -7.29618 3.14052 -0.85274 0.6 -1.3 1.1
C -5.83820 3.66716 -1.01932 -0.7 -1.0 0.6
C -5.03917 1.56660 -2.39688 -0.1 1.9 0.3
H -0.74243 3.58637 -2.63020 -0.4 0.2 -0.4
H -0.66203 3.75647 -0.93438 -0.3 -0.1 0.2
H -1.43764 5.04627 -1.80491 0.3 0.1 -0.3
H -2.93270 3.45255 -0.50035 -0.2 0.2 0.0
H -2.60070 2.26811 -1.72088 0.2 -0.3 0.3
H -3.46435 3.57123 -3.51774 -0.2 0.3 -0.2
H -3.89855 4.87318 -2.32110 -0.4 0.1 -0.5
H -5.98154 4.64889 -3.75405 0.0 -0.1 0.3
H -5.72812 2.98187 -4.36254 0.0 0.3 -0.2
H -8.33399 3.65267 -3.94929 0.7 0.1 -0.8
H -7.81005 2.09984 -3.46813 0.4 -0.1 0.1
H -8.23836 4.63983 -1.78660 -0.6 0.3 -0.8
H -9.23716 3.16554 -1.85038 0.1 0.0 0.3
H -7.67179 3.38832 0.14005 0.3 0.3 0.1
H -7.42443 2.05866 -0.88789 1.1 -0.5 0.4
H -5.78498 4.74897 -0.89696 -0.3 0.3 -1.2
H -5.20980 3.44843 -0.15596 0.1 -1.1 -0.1
H -6.00037 1.10386 -2.62064 0.1 0.3 0.3
H -4.60273 1.20130 -1.46727 -0.3 0.2 0.0
H -4.34687 1.36517 -3.21435 0.0 0.2 0.0
C -0.62633 -4.87227 -7.04650 0.2 0.6 2.0
C -1.46636 -3.78566 -6.17299 1.7 1.0 -2.2
C -0.53366 -2.49910 -5.81589 -1.5 -0.7 -0.4
N -1.32909 -1.09419 -5.74976 0.1 -1.1 -0.5
C -2.32410 -1.25148 -4.55025 0.9 0.0 1.2
C -1.58990 -1.29567 -3.20248 1.0 0.3 -0.1
C -0.62931 -0.09338 -2.99516 -0.3 -1.2 0.1
C 0.37019 0.00175 -4.15660 -0.3 0.6 -1.4
C -0.31037 0.02098 -5.62840 0.6 -0.3 2.9
C -2.03149 -0.79809 -7.10857 -0.6 -1.2 1.3
H 0.21663 -5.19371 -6.43479 -0.1 -0.3 0.4
H -0.08426 -4.54922 -7.93526 -0.8 0.6 -0.2
H -1.20896 -5.76926 -7.25642 -0.2 0.3 0.0
H -1.94641 -4.22552 -5.29882 0.4 0.0 0.0
H -2.24751 -3.43515 -6.84757 -0.2 0.0 0.2
H 0.25222 -2.32534 -6.55094 -0.3 -0.1 -0.2
H -0.05439 -2.71671 -4.86141 -0.1 0.6 0.0
H -2.82496 -2.21936 -4.57164 -0.2 0.3 -1.0
H -3.03874 -0.44062 -4.40918 0.0 0.2 -1.1
H -1.01287 -2.21227 -3.08005 0.4 -0.1 -0.5
H -2.27821 -1.48185 -2.37807 -0.5 0.8 -0.1
H -0.13807 -0.29332 -2.04290 0.4 0.2 -0.1
H -1.11958 0.86506 -2.82445 -0.3 0.0 -0.3
H 1.16398 -0.74520 -4.14792 -0.3 -0.3 0.2
H 0.88473 0.95584 -4.04229 0.1 0.1 -0.2
H 0.39837 -0.11451 -6.44536 0.1 -0.1 0.2
H -0.76155 1.00390 -5.76403 -0.5 -0.3 0.0
H -1.58008 -1.30321 -7.96249 0.6 0.1 0.3
H -2.07232 0.28146 -7.25351 -0.2 -0.3 0.1
H -3.00613 -1.27472 -7.00367 -0.2 0.5 -0.2
C 3.52766 0.14983 4.16918 -0.2 0.5 1.0
C 3.18817 -1.24125 4.69945 -1.2 -1.3 -0.9
C 2.33400 -1.30148 5.96496 1.5 1.2 2.5
N 2.36374 -2.64379 6.83506 -1.7 1.3 -0.7
C 3.76930 -3.26401 6.85116 -0.5 0.4 0.2
C 3.86298 -4.36477 7.85365 0.7 -1.9 -0.7
C 3.46735 -4.00889 9.25098 0.8 0.5 0.1
C 2.06203 -3.48492 9.25611 -1.3 -0.7 -0.1
C 1.75567 -2.33490 8.28267 0.7 -1.1 0.5
C 1.32030 -3.56711 6.14069 1.3 0.1 0.4
H 4.20117 0.22156 3.31516 -0.2 -0.8 -0.2
H 4.11878 0.61191 4.95985 -0.2 0.5 0.1
H 2.65438 0.76397 3.94935 -0.1 0.0 0.2
H 4.13220 -1.77978 4.78243 -0.2 -0.3 0.2
H 2.48334 -1.77416 4.06122 0.7 -0.2 -1.1
H 1.31353 -0.92859 5.87729 -0.2 -0.7 -0.5
H 2.73876 -0.54851 6.64120 0.3 -0.1 0.5
H 4.50422 -2.48594 7.05755 -0.3 0.3 0.1
H 4.01507 -3.67307 5.87118 -0.4 0.3 -0.1
H 4.85640 -4.81000 7.79892 0.7 0.8 0.3
H 3.40994 -5.26642 7.44149 -1.2 0.1 0.2
H 4.19619 -3.25821 9.55653 -0.1 0.4 0.3
H 3.63958 -4.84281 9.93144 -0.4 0.0 0.0
H 1.67640 -3.20522 10.23650 0.4 0.4 0.1
H 1.39414 -4.31879 9.04006 0.0 -0.3 -0.3
H 2.08047 -1.45299 8.83480 0.8 0.5 -1.2
H 0.67141 -2.22761 8.25185 0.1 -0.1 -0.9
H 1.81149 -3.96118 5.25100 -0.2 0.2 -0.1
H 0.44544 -2.96065 5.90634 0.0 -0.2 0.0
H 1.08446 -4.42563 6.76950 0.0 0.3 0.1
B -3.63676 2.59153 2.39383 -2.9 2.7 1.7
F -3.42669 2.43595 3.74112 -0.3 -0.1 1.7
F -3.37364 1.41533 1.85593 0.1 -3.2 -2.7
F -4.95760 3.03729 2.19933 -0.3 -0.3 -0.7
F -2.78937 3.55203 1.96951 1.4 1.5 -1.4
B -1.37111 -0.87156 4.14985 0.2 -3.8 0.0
F -0.52262 0.03520 4.68319 1.9 0.5 2.2
F -0.77441 -1.27406 2.94920 0.3 -0.9 -0.4
F -1.64930 -1.98211 4.97515 0.6 0.4 0.0
F -2.51817 -0.24251 3.82813 -2.9 0.3 0.0
B 0.02227 1.32179 1.05518 1.4 0.0 -0.6
F -0.37806 2.59643 1.42125 0.1 1.7 -1.4
F 0.68874 0.86867 2.16634 2.4 -0.9 0.7
F -1.06980 0.52314 0.98057 -1.7 -1.2 -1.8
F 0.81314 1.25104 -0.08830 0.1 0.3 -0.5
B -0.44016 3.16969 5.09005 1.2 1.1 1.5
F 0.05699 3.19726 6.33958 2.3 0.4 1.8
F -0.84826 4.39494 4.71019 0.3 1.3 -1.4
F 0.47932 2.50392 4.17150 -0.1 0.7 0.1
F -1.52480 2.40090 5.25308 -2.8 -2.5 -0.6
```
Forces are in eV/Å.

Here are the Mulliken charges for atoms 1 to 4, given in e: Hg 3.190; C -0.849; C -0.785; C -0.365